# C6H8Cl2N2O2

The molecule C6H8Cl2N2O2 in a non-equilibrium geometry (ωB97M-V/def2-TZVPD, OMol25).

Atoms and positions in Å:
C: 0.53 -0.99 -0.46
C: 0.42 -0.39 0.90
C: -0.40 -0.59 -1.49
C: 1.35 0.40 1.45
C: -0.22 0.83 -2.00
C: -0.53 1.92 -0.96
N: 1.48 -1.79 -0.57
N: -0.63 -1.13 1.61
O: -1.29 1.86 -0.04
O: 0.09 3.09 -1.31
Cl: 2.78 0.98 0.54
Cl: -1.48 1.13 -3.26
H: -0.22 -1.31 -2.30
H: -1.46 -0.88 -1.30
H: 1.26 0.76 2.39
H: 0.71 1.07 -2.32
H: 1.68 -2.15 -1.45
H: -0.50 -1.25 2.61
H: -0.68 -2.08 1.23
H: 0.10 3.77 -0.52

Output
LUMO level	0.6	eV
largest force on an atom	0.073	hartree/bohr
energy above the lowest of the compared OMol25 structures with the same formula, charge and spin	198.0	kJ/mol
SMILES	[H]/N=C(C[C@@H](Cl)C(=O)O)/C(N)=C\Cl

# C5H8N2

The molecule C5H8N2 (ωB97M-V/def2-TZVPD, OMol25).

Atoms and positions in Å:
C: -1.95 -0.44 0.20
N: -0.76 0.32 -0.10
C: 0.43 -0.11 -0.80
C: 1.35 1.05 -0.83
C: 1.45 -0.89 0.14
C: 0.69 1.87 0.14
N: -0.52 1.46 0.51
H: -2.24 -1.04 -0.67
H: -2.76 0.25 0.44
H: -1.79 -1.11 1.06
H: 0.19 -0.72 -1.67
H: 2.20 -0.27 0.65
H: 2.01 -1.58 -0.48
H: 0.87 -1.41 0.90
H: 1.07 2.78 0.58

Output
LUMO level	0.1	eV
largest force on an atom	0.008	hartree/bohr
energy above the lowest of the compared OMol25 structures with the same formula, charge and spin	412.2	kJ/mol

# C2H2N4OS

The molecule C2H2N4OS in a non-equilibrium geometry (ωB97M-V/def2-TZVPD, OMol25).

Atoms and positions in Å:
C: 0.80 -0.18 0.03
C: -1.37 0.31 0.13
H: 2.52 -1.02 0.16
H: -0.47 -1.61 -0.33
N: 1.16 1.02 -0.24
N: 0.13 1.92 -0.05
N: -1.06 1.61 0.17
N: -0.41 -0.56 0.28
O: 1.65 -1.19 -0.04
S: -2.96 -0.31 -0.11

Output
LUMO level	-1.3	eV
largest force on an atom	0.144	hartree/bohr
energy above the lowest of the compared OMol25 structures with the same formula, charge and spin	211.1	kJ/mol
SMILES	Oc1nnnc(=S)[nH]1